{"formula": "C3H10OS2", "method": "ωB97M-V with the def2-TZVPD basis set", "symbols": ["C", "C", "S", "S", "C", "H", "H", "H", "H", "H", "H", "H", "H", "O", "H", "H"], "coordinates": [[1.00, 1.04, 1.64], [0.60, -0.11, 0.73], [1.16, 0.03, -1.04], [-0.22, 2.06, -1.09], [-1.68, 1.10, -1.47], [0.94, 0.71, 2.73], [0.40, 1.94, 1.57], [2.03, 1.27, 1.35], [1.09, -1.02, 1.10], [-0.49, -0.29, 0.77], [-2.09, 1.57, -2.38], [-1.40, 0.14, -1.90], [-2.40, 0.97, -0.67], [0.46, -3.47, -0.22], [1.02, -2.75, -0.56], [-0.41, -3.21, -0.55]], "mulliken_charge": [-1.11, -0.41, -0.16, -0.12, -0.79, 0.34, 0.32, 0.32, 0.44, 0.27, 0.32, 0.32, 0.28, -0.62, 0.28, 0.32], "homo_ev": -9.235, "e_lumo_ev": -1.152, "relative_energy_kcal_mol": 31.44, "smiles": "CCSSC.O"}

{"formula": "C2H8N2O2", "method": "ωB97M-V with the def2-TZVPD basis set", "symbols": ["N", "C", "O", "H", "H", "H", "N", "C", "O", "H", "H", "H", "H", "H"], "coordinates": [[2.40, -0.87, -0.23], [1.87, -0.26, -1.37], [1.49, 0.94, -1.25], [2.05, -0.54, 0.74], [2.54, -1.83, -0.34], [2.01, -0.86, -2.29], [-1.34, 1.21, -0.04], [-1.62, 0.50, 1.18], [-1.95, -0.96, 1.14], [-2.12, 1.17, -0.63], [-0.56, 1.36, -0.58], [-2.48, 0.99, 1.61], [-0.63, 0.45, 1.82], [-1.65, -1.30, 0.23]], "mulliken_charge": [-0.39, 0.18, -0.62, 0.27, 0.23, 0.32, -0.39, -0.17, -0.55, 0.18, 0.22, 0.23, 0.20, 0.29], "homo_ev": -9.302, "e_lumo_ev": 0.653, "relative_energy_kcal_mol": 48.90, "smiles": "NC=O.NCO"}

{"formula": "C40H44N3OTe2Tl", "method": "ωB97M-V with the def2-TZVPD basis set", "symbols": ["Tl", "C", "C", "C", "C", "C", "C", "C", "C", "C", "C", "N", "C", "C", "C", "C", "C", "N", "H", "H", "H", "H", "H", "H", "H", "H", "H", "H", "H", "H", "H", "H", "H", "H", "H", "C", "C", "C", "C", "C", "C", "Te", "N", "C", "O", "C", "C", "C", "C", "C", "C", "C", "C", "C", "C", "C", "C", "C", "C", "C", "C", "C", "C", "H", "H", "H", "H", "H", "H", "H", "H", "H", "H", "H", "H", "H", "H", "H", "H", "H", "H", "H", "H", "H", "H", "H", "H", "H", "H", "H", "Te"], "coordinates": [[-1.12, 0.90, -0.75], [-3.04, 2.31, -4.37], [-3.83, 1.52, -3.32], [-4.56, 2.39, -2.33], [-5.93, 2.60, -2.46], [-6.62, 3.36, -1.53], [-5.96, 3.87, -0.43], [-4.59, 3.68, -0.27], [-3.95, 4.11, 1.04], [-3.72, 5.61, 1.19], [-3.88, 2.99, -1.26], [-2.48, 2.86, -1.18], [-1.75, 3.94, -1.14], [-0.37, 3.93, -0.88], [0.54, 5.00, -0.91], [1.77, 4.46, -0.57], [1.56, 3.09, -0.34], [0.28, 2.78, -0.53], [-2.55, 1.62, -5.06], [-2.27, 2.92, -3.89], [-3.70, 2.97, -4.94], [-3.14, 0.87, -2.78], [-4.56, 0.87, -3.82], [-6.46, 2.15, -3.29], [-7.69, 3.52, -1.65], [-6.51, 4.42, 0.33], [-3.01, 3.58, 1.17], [-4.62, 3.78, 1.84], [-2.91, 5.96, 0.55], [-3.46, 5.85, 2.22], [-4.62, 6.17, 0.92], [-2.23, 4.90, -1.33], [0.32, 6.03, -1.15], [2.72, 4.98, -0.48], [2.28, 2.35, -0.04], [5.41, -6.60, -1.62], [4.38, -5.55, -1.29], [4.22, -5.08, 0.01], [3.28, -4.10, 0.32], [3.15, -3.70, 1.77], [2.47, -3.54, -0.68], [0.83, -2.12, -0.04], [-0.84, -0.59, 0.84], [-2.09, -0.68, 1.23], [-3.00, 0.12, 0.82], [-2.49, -1.70, 2.26], [-3.44, -1.34, 3.21], [-3.82, -2.23, 4.21], [-3.26, -3.50, 4.25], [-2.34, -3.88, 3.29], [-1.96, -2.98, 2.30], [2.29, -0.74, 0.67], [3.27, -0.22, -0.19], [3.37, -0.55, -1.66], [4.22, 0.67, 0.30], [4.22, 1.08, 1.62], [5.24, 2.06, 2.14], [3.25, 0.56, 2.47], [2.30, -0.35, 2.03], [1.34, -0.88, 3.06], [2.60, -4.06, -1.98], [1.72, -3.60, -3.12], [3.55, -5.03, -2.27], [5.92, -6.95, -0.72], [6.15, -6.21, -2.31], [4.93, -7.46, -2.10], [4.83, -5.50, 0.80], [3.76, -4.35, 2.40], [2.11, -3.78, 2.09], [3.48, -2.67, 1.93], [-3.87, -0.34, 3.16], [-4.55, -1.94, 4.95], [-3.56, -4.19, 5.03], [-1.92, -4.88, 3.31], [-1.25, -3.29, 1.55], [2.72, -1.36, -1.95], [4.40, -0.83, -1.90], [3.12, 0.33, -2.25], [4.96, 1.06, -0.38], [5.90, 2.41, 1.34], [5.86, 1.60, 2.91], [4.75, 2.93, 2.58], [3.25, 0.86, 3.51], [1.73, -0.73, 4.07], [1.14, -1.94, 2.91], [0.39, -0.36, 2.97], [0.83, -3.10, -2.76], [1.42, -4.45, -3.73], [2.25, -2.90, -3.78], [3.64, -5.40, -3.29], [-0.21, -0.43, -2.83]], "mulliken_charge": [1.12, -1.03, -0.31, 0.65, -0.69, -0.98, -0.56, 0.34, -0.65, -1.14, -0.01, 0.22, -0.15, 0.06, -1.18, -0.99, -0.07, -0.03, 0.35, 0.19, 0.31, -0.29, 0.51, 0.40, 0.36, 0.45, 0.16, 0.56, 0.29, 0.37, 0.32, 0.63, 0.46, 0.43, 0.26, -1.55, 0.86, -1.05, 0.84, -1.04, -0.69, 0.49, -0.49, 0.00, -0.75, 0.26, -0.41, -0.57, -0.35, -0.86, 0.13, 0.40, 1.04, -1.46, -0.93, 1.06, -1.75, -0.83, 1.20, -1.69, 1.71, -1.68, -0.78, 0.33, 0.31, 0.34, 0.23, 0.40, 0.09, 0.11, 0.44, 0.36, 0.36, 0.39, 0.34, -0.23, 0.38, 0.30, 0.27, 0.36, 0.37, 0.35, 0.40, 0.51, 0.11, 0.18, -0.07, 0.51, 0.31, 0.38, -0.32], "homo_ev": [-4.214, -4.487], "total_charge": -1, "e_lumo_ev": [2.417, 1.534], "spin_multiplicity": 2, "relative_energy_kcal_mol": 8.62, "s2": 0.7556}

{"formula": "C15H14F2N2O3S", "method": "ωB97M-V with the def2-TZVPD basis set", "symbols": ["O", "C", "N", "C", "C", "H", "H", "S", "C", "C", "H", "H", "H", "H", "H", "H", "C", "N", "O", "C", "C", "H", "C", "O", "C", "C", "C", "C", "C", "C", "H", "H", "F", "F", "H", "H", "H"], "coordinates": [[-3.05, 0.96, -0.36], [-2.18, 1.35, -1.10], [-2.33, 2.45, -1.82], [-1.10, 2.90, -2.65], [-1.24, 4.25, -3.07], [-0.27, 4.75, -3.39], [-1.19, 4.98, -1.92], [-2.74, 4.57, -4.00], [-3.81, 3.23, -3.36], [-3.46, 3.02, -1.98], [-3.60, 3.92, -1.13], [-4.28, 2.18, -1.44], [-3.57, 2.37, -4.20], [-4.84, 3.74, -3.42], [-0.19, 2.62, -2.11], [-0.89, 2.38, -3.47], [-0.71, 0.56, -1.04], [0.27, 0.60, -1.75], [0.94, -0.29, -1.36], [0.71, -0.87, -0.15], [-0.59, -0.56, 0.07], [-1.12, -0.67, 1.10], [1.50, -1.92, 0.49], [1.57, -1.70, 1.92], [1.93, -2.81, 2.61], [2.91, -3.64, 2.09], [3.75, -4.50, 2.90], [3.38, -4.24, 4.48], [2.85, -3.19, 4.92], [2.11, -2.34, 3.93], [1.33, -1.62, 4.34], [2.61, -3.17, 5.87], [4.14, -5.00, 5.30], [4.48, -5.53, 2.49], [3.16, -3.93, 1.05], [1.05, -2.90, 0.25], [2.46, -1.95, -0.07]], "mulliken_charge": [-0.70, 0.60, 0.33, -0.94, -0.61, 0.41, 0.23, -0.17, -0.51, -0.92, 0.25, 0.38, 0.29, 0.34, 0.72, 0.38, 0.66, -0.42, -0.22, 0.26, -0.74, 0.29, -0.54, -0.27, 0.41, -0.33, 0.02, 0.44, -0.61, -0.29, 0.30, 0.45, -0.30, -0.25, 0.33, 0.39, 0.39], "homo_ev": -8.549, "e_lumo_ev": -0.123, "relative_energy_kcal_mol": 308.24}

{"formula": "C2H10N2O3", "method": "ωB97M-V with the def2-TZVPD basis set", "symbols": ["C", "N", "C", "N", "O", "H", "H", "H", "H", "H", "H", "O", "H", "H", "O", "H", "H"], "coordinates": [[0.72, -1.52, 1.48], [0.28, -1.03, 0.18], [-1.00, -0.56, 0.04], [-1.23, 0.02, -1.19], [-1.78, -0.49, 0.97], [0.62, -2.60, 1.57], [0.10, -1.07, 2.24], [1.76, -1.26, 1.67], [0.83, -1.30, -0.62], [-0.51, 0.06, -1.90], [-2.20, 0.09, -1.44], [0.45, 2.10, 1.04], [0.32, 1.23, 0.63], [-0.08, 2.72, 0.52], [1.67, 0.77, -2.03], [2.48, 1.28, -2.20], [1.29, 1.19, -1.24]], "mulliken_charge": [-0.89, -0.15, 0.31, -0.26, -0.62, 0.33, 0.30, 0.31, 0.23, 0.22, 0.22, -0.66, 0.32, 0.34, -0.62, 0.30, 0.32], "homo_ev": -9.832, "e_lumo_ev": 0.527, "relative_energy_kcal_mol": 5.93, "smiles": "CNC(N)=O.O.O"}

{"formula": "C5H8N", "method": "ωB97M-V with the def2-TZVPD basis set", "symbols": ["C", "C", "C", "C", "C", "N", "H", "H", "H", "H", "H", "H", "H", "H"], "coordinates": [[1.16, -1.75, -1.01], [0.36, -0.93, -1.59], [-0.46, 0.10, -1.68], [-0.71, 0.75, -0.40], [-0.13, 0.22, 0.71], [-0.27, 1.06, 1.86], [0.89, -2.82, -0.90], [2.26, -1.71, -0.89], [-0.85, 0.24, -2.68], [-1.42, 1.64, -0.32], [0.13, -0.89, 0.76], [-0.56, 0.75, 2.73], [-1.04, 1.71, 1.52], [0.62, 1.63, 1.90]], "mulliken_charge": [-0.83, 0.49, -0.86, -0.07, -0.14, -0.22, 0.28, 0.26, 0.39, 0.28, 0.35, 0.34, 0.33, 0.40], "homo_ev": -12.993, "total_charge": 1, "e_lumo_ev": -4.006, "relative_energy_kcal_mol": 92.87, "smiles": "C=C=C/C=C/[NH3+]"}

Number 1: electronic energy -991.8615 hartree. Number 2: electronic energy -340.9525 hartree. Number 3: electronic energy -2498.7022 hartree. Number 4: electronic energy -1512.6919 hartree. Number 5: electronic energy -417.4641 hartree. Number 6: electronic energy -249.6771 hartree.